1.
110
Properties=species:S:1:pos:R:3 method="wB97M-V/def2-TZVPD" total_charge=+1 lumo_ev=-4.1 e_tot_ev=-71972.8093
C -3.03834 3.51751 1.62438
C -3.41620 4.21124 0.30167
C -4.90532 4.15377 -0.09287
C -5.20111 3.06404 -1.15207
C -6.70918 2.98540 -1.49985
C -4.63858 1.72539 -0.71048
C -5.21275 1.04250 0.37741
C -6.37437 1.51385 1.19709
O -7.49475 1.28429 0.87464
O -6.05781 2.11845 2.34212
C -4.72355 -0.19200 0.75096
C -3.66623 -0.77931 0.07420
C -3.19792 -2.12235 0.56946
N -2.48645 -1.94226 1.85135
N -3.08592 -0.11794 -0.95162
C -1.94928 -0.80914 -1.62366
C -0.68919 -0.91570 -0.73259
C 0.43866 0.01069 -1.10705
Cl -0.08696 -2.60753 -0.97591
C -3.55178 1.10545 -1.35168
C -2.86127 1.76306 -2.52031
C -3.18105 1.07992 -3.85860
F -1.49426 1.79586 -2.29039
H -3.90400 3.43305 2.26939
H -2.20830 4.00400 2.12182
H -2.72018 2.49170 1.41773
H -3.10108 5.24872 0.37415
H -2.81228 3.79516 -0.50367
H -5.57358 4.07510 0.75882
H -5.13219 5.10438 -0.57073
H -4.73134 3.44205 -2.04754
H -7.02100 1.95732 -1.65263
H -6.93283 3.57963 -2.37751
H -7.28904 3.36630 -0.66710
H -6.81222 1.98443 2.93875
H -5.17480 -0.72902 1.57113
H -2.62990 -2.68852 -0.15856
H -4.10119 -2.69808 0.76711
H -1.58393 -2.40298 1.85219
H -2.32229 -0.95770 2.01461
H -1.66334 -0.33166 -2.54698
H -2.30405 -1.79270 -1.89259
H -0.94897 -0.84559 0.31477
H 1.31600 -0.29422 -0.54241
H 0.23785 1.03018 -0.79330
H 0.68892 -0.04208 -2.16104
H -3.15981 2.79298 -2.61088
H -3.93621 1.66190 -4.37615
H -3.54314 0.06721 -3.72978
H -2.28354 1.09879 -4.46970
C 5.68638 0.77290 -1.31679
C 5.76434 0.36631 -2.64175
C 4.74216 0.68157 -3.52707
C 3.64540 1.41208 -3.08961
C 3.57039 1.82320 -1.76568
C 4.58670 1.49798 -0.87977
H 6.48112 0.52297 -0.62588
H 6.62191 -0.19745 -2.98487
H 4.80185 0.35987 -4.55874
H 2.85146 1.66367 -3.78220
H 2.71834 2.39776 -1.42098
H 4.51698 1.81570 0.15284
C 1.76170 -2.14470 3.99247
C 1.72159 -1.61083 5.27315
C 0.63304 -1.86218 6.09853
C -0.41554 -2.65077 5.64554
C -0.37111 -3.19112 4.36800
C 0.71535 -2.93782 3.54047
H 2.60938 -1.94460 3.34826
H 2.53877 -0.99638 5.62870
H 0.60058 -1.43917 7.09400
H -1.26570 -2.84326 6.28678
H -1.18815 -3.80749 4.01398
H 0.74733 -3.35572 2.54026
C 1.65802 -5.91159 -5.36686
C 1.35975 -4.99542 -4.36817
C 0.07729 -4.93839 -3.84022
C -0.90488 -5.80238 -4.30565
C -0.60558 -6.72030 -5.30246
C 0.67493 -6.77241 -5.83511
H 2.65708 -5.95552 -5.78032
H 2.12733 -4.32581 -4.00076
H -0.15463 -4.21912 -3.06510
H -1.90449 -5.76192 -3.89073
H -1.36998 -7.39558 -5.66423
H 0.90742 -7.48552 -6.61501
C 7.66644 -1.29814 1.24129
C 6.63684 -0.51292 1.74058
C 5.74020 -1.04541 2.65639
C 5.87769 -2.36090 3.07851
C 6.90897 -3.14532 2.58171
C 7.80125 -2.61476 1.66043
H 8.36567 -0.88404 0.52622
H 6.53426 0.51554 1.41715
H 4.93445 -0.43320 3.04370
H 5.18084 -2.77413 3.79732
H 7.01727 -4.17001 2.91238
H 8.60346 -3.22706 1.26990
C 1.91816 5.51237 1.82989
C 0.74348 4.77232 1.82576
C 0.78826 3.39718 2.01183
C 2.00710 2.76361 2.20990
C 3.18079 3.50493 2.21715
C 3.13815 4.87822 2.02289
H 1.88322 6.58374 1.68235
H -0.20757 5.26939 1.67820
H -0.12751 2.81822 2.00548
H 2.04313 1.69130 2.35982
H 4.13033 3.00885 2.37329
H 4.05407 5.45411 2.02174


2.
117
Properties=species:S:1:pos:R:3 method="wB97M-V/def2-TZVPD" spin_multiplicity=2 total_charge=+2 lumo_ev="-5.7 / -5.8" e_tot_ev=-153963.4559 s2=0.75
Ti -0.57792 0.38144 -0.61808
C 0.09746 -2.38743 -4.10766
C 0.01613 -1.29575 -3.09319
N -0.69305 -1.31047 -2.03150
C -1.55235 -2.42678 -1.63382
C -2.53184 -1.93852 -0.57075
N -1.76902 -1.18389 0.43197
C -2.52391 -0.63517 1.57820
C -2.97436 0.78025 1.26888
N -1.81366 1.55747 0.78830
C -1.03397 2.28394 1.80949
C 0.37819 2.56812 1.26063
N 0.45298 2.21484 -0.15285
C 1.37038 2.65211 -0.92507
C 2.37389 3.69038 -0.56603
C 1.49967 1.89463 -2.20089
C 2.39097 2.18818 -3.22509
C 2.50694 1.30254 -4.28163
C 1.74096 0.14386 -4.29729
C 0.86147 -0.07586 -3.25236
N 0.75069 0.79124 -2.24048
H 1.02195 -2.95140 -3.95535
H 0.12474 -1.98498 -5.11908
H -0.73095 -3.08563 -4.03102
H -0.91504 -3.21215 -1.21449
H -2.09420 -2.86349 -2.47468
H -3.06030 -2.79031 -0.13355
H -3.27398 -1.27170 -1.01459
H -1.02302 -1.77483 0.79874
H -1.84267 -0.62590 2.42886
H -3.37666 -1.26691 1.84004
H -3.43300 1.23873 2.14827
H -3.71981 0.77960 0.47147
H -2.14440 2.23043 0.10214
H -0.95895 1.66593 2.70366
H -1.55155 3.20615 2.08239
H 1.10232 1.91426 1.75786
H 0.67737 3.59764 1.45802
H 3.19087 3.19146 -0.03433
H 1.95190 4.44780 0.09044
H 2.78397 4.18683 -1.44098
H 2.99792 3.08028 -3.19353
H 3.20320 1.50323 -5.08432
H 1.84850 -0.57323 -5.09794
O -2.21388 1.06504 -1.84154
C -3.16580 1.33421 -2.60442
C -3.92829 2.61886 -2.45670
C -5.39810 2.41379 -2.05580
C -6.31650 2.06744 -3.22355
C -6.00498 0.74791 -3.92139
C -4.60977 0.67711 -4.52901
N -3.54571 0.46884 -3.53943
H -3.87614 3.16755 -3.40280
H -3.39308 3.21281 -1.71749
H -5.74799 3.34077 -1.60054
H -5.46723 1.64455 -1.27870
H -6.26654 2.87776 -3.95819
H -7.34679 2.04321 -2.86643
H -6.72390 0.60113 -4.72917
H -6.13425 -0.09194 -3.23210
H -4.38950 1.57983 -5.10571
H -4.54555 -0.16319 -5.21763
H -2.97625 -0.35930 -3.61876
O 2.73864 0.57634 0.47861
C 2.13109 -0.46277 0.30255
O 0.81468 -0.54129 0.36179
C 2.81453 -1.77649 -0.00545
C 2.29590 -2.96604 0.80051
Ge 2.59604 -2.84521 2.75162
C 2.05778 -4.53129 3.55573
C 1.91598 -4.61453 4.94252
C 1.54433 -5.80458 5.54971
C 1.30471 -6.93251 4.77558
C 1.44110 -6.86671 3.39751
C 1.81714 -5.67296 2.79358
C 4.46402 -2.45107 3.11178
C 5.22231 -3.36515 3.84295
C 6.56113 -3.11903 4.11637
C 7.15996 -1.95424 3.66101
C 6.41803 -1.03502 2.93227
C 5.07997 -1.28068 2.65991
C 1.42671 -1.48171 3.55750
C 0.14620 -1.85628 3.97253
C -0.67911 -0.96688 4.65142
C -0.23774 0.32276 4.92021
C 1.02799 0.71493 4.50193
C 1.85196 -0.18190 3.83129
H 3.88605 -1.64416 0.13575
H 2.64701 -1.94989 -1.07835
H 2.80711 -3.86843 0.45829
H 1.22689 -3.11308 0.62146
H 2.09679 -3.74052 5.56005
H 1.44419 -5.85461 6.62615
H 1.01695 -7.86242 5.24810
H 1.26179 -7.74640 2.79293
H 1.92746 -5.64478 1.71546
H 4.76713 -4.27937 4.20630
H 7.13554 -3.83780 4.68592
H 8.20302 -1.76153 3.87467
H 6.88280 -0.12411 2.57699
H 4.52224 -0.54585 2.08926
H -0.19626 -2.87335 3.80857
H -1.65549 -1.28813 4.99519
H -0.86479 1.00791 5.47768
H 1.39022 1.71002 4.73272
H 2.85008 0.13230 3.54780
I -1.00554 2.96512 -5.08939
C -0.98038 4.59991 -3.76207
C -1.05702 5.88145 -4.28971
C -1.05581 6.93824 -3.39437
C -0.98362 6.67141 -2.03398
C -0.90894 5.35157 -1.62885
N -0.90604 4.31777 -2.47794
H -1.11610 6.04283 -5.35603
H -1.11310 7.95610 -3.75635
H -0.98380 7.46934 -1.30496
H -0.84937 5.09952 -0.57419